--- P ---
Here is an isolated molecule of C20H27N3O2 from OMol25. Energies are from the ωB97M-V functional and the def2-TZVPD basis.

Net charge ... 0
LUMO ... 0.629 eV
SMILES ... Cc1ccc2[nH]c3c(c2c1)CN(C(=O)CN1C[C@@H](C)O[C@@H](C)C1)CC3
HOMO ... -7.9 eV

Geometry (Å):
C 6.360 2.962 -0.676
C 5.711 1.697 -0.197
C 6.392 0.893 0.731
C 5.857 -0.279 1.216
C 4.603 -0.655 0.756
N 3.834 -1.748 1.052
C 2.668 -1.671 0.334
C 2.665 -0.538 -0.428
C 3.896 0.138 -0.181
C 4.465 1.320 -0.653
C 1.527 -0.168 -1.321
N 0.387 -1.028 -1.036
C -0.803 -0.457 -0.727
O -0.964 0.748 -0.792
C -1.931 -1.415 -0.322
N -3.194 -0.801 0.024
C -3.143 0.062 1.193
C -4.578 0.426 1.591
C -4.607 1.369 2.786
O -5.243 1.065 0.522
C -5.271 0.261 -0.639
C -6.007 1.035 -1.723
C -3.847 -0.106 -1.074
C 0.728 -2.426 -0.915
C 1.564 -2.670 0.353
H 7.320 2.746 -1.142
H 5.729 3.471 -1.400
H 6.540 3.637 0.161
H 7.367 1.211 1.071
H 6.395 -0.886 1.931
H 4.078 -2.481 1.696
H 3.930 1.930 -1.366
H 1.210 0.865 -1.154
H 1.811 -0.274 -2.377
H -2.124 -2.102 -1.153
H -1.606 -1.997 0.547
H -2.665 -0.483 2.011
H -2.580 0.986 0.996
H -5.114 -0.511 1.832
H -5.635 1.629 3.022
H -4.148 0.896 3.650
H -4.067 2.279 2.544
H -5.810 -0.676 -0.407
H -6.093 0.433 -2.623
H -6.999 1.302 -1.372
H -5.463 1.948 -1.951
H -3.891 -0.776 -1.936
H -3.310 0.811 -1.355
H -0.166 -3.047 -0.914
H 1.333 -2.695 -1.789
H 1.950 -3.693 0.360
H 0.940 -2.538 1.243

=====

--- Q ---
Here is an isolated molecule of C20H27N3O2 from OMol25. Energies are from the ωB97M-V functional and the def2-TZVPD basis.

Net charge ... 0
LUMO ... 0.771 eV
SMILES ... [H]/N=c1\n(CCCCCCC)c2ccccc2n1C[C@@H](O)c1ccco1
HOMO ... -7.7 eV

Geometry (Å):
H 0.600 2.173 -1.203
N 1.021 1.483 -1.811
C 0.303 0.451 -2.029
N -0.957 0.122 -1.558
C -1.667 0.856 -0.545
C -1.241 0.416 0.860
C -1.937 1.209 1.967
C -1.408 2.637 2.127
C -0.002 2.710 2.742
C 0.001 3.130 4.213
C -0.664 2.114 5.135
C -1.282 -1.143 -2.005
C -2.386 -1.939 -1.775
C -2.419 -3.184 -2.387
C -1.381 -3.615 -3.198
C -0.267 -2.820 -3.432
C -0.227 -1.580 -2.827
N 0.715 -0.572 -2.853
C 2.039 -0.651 -3.413
C 3.136 -0.675 -2.310
O 3.591 0.607 -2.010
C 2.587 -1.378 -1.098
C 2.339 -0.927 0.164
C 1.729 -2.005 0.853
C 1.649 -3.024 -0.042
O 2.167 -2.655 -1.227
H -1.467 1.921 -0.693
H -2.738 0.692 -0.687
H -0.158 0.522 0.944
H -1.474 -0.646 0.969
H -1.809 0.675 2.909
H -3.008 1.245 1.752
H -1.408 3.125 1.151
H -2.101 3.198 2.756
H 0.600 3.432 2.187
H 0.493 1.741 2.655
H 1.038 3.267 4.531
H -0.503 4.094 4.313
H -1.720 2.008 4.901
H -0.578 2.433 6.171
H -0.186 1.141 5.037
H -3.195 -1.612 -1.140
H -3.269 -3.829 -2.223
H -1.436 -4.590 -3.657
H 0.537 -3.172 -4.058
H 2.220 0.224 -4.045
H 2.090 -1.556 -4.017
H 4.006 -1.228 -2.690
H 2.792 1.163 -1.860
H 2.578 0.043 0.549
H 1.398 -2.014 1.872
H 1.261 -4.020 0.032

=====

--- R ---
Here is an isolated molecule of C20H27N3O2 from OMol25. Energies are from the ωB97M-V functional and the def2-TZVPD basis.

Net charge ... 0
LUMO ... 0.618 eV
SMILES ... O=C([C@@H]1CC(=O)N(C2CCCC2)C1)N1CCN(c2ccccc2)CC1
HOMO ... -8.1 eV

Geometry (Å):
O 0.527 2.002 1.207
C -0.385 1.552 0.540
C -0.547 1.901 -0.944
C -0.161 0.712 -1.830
C 1.289 0.983 -2.233
O 2.035 0.168 -2.729
N 1.557 2.273 -1.962
C 2.842 2.914 -2.158
C 3.933 2.321 -1.242
C 5.192 2.299 -2.103
C 4.647 1.919 -3.475
C 3.379 2.763 -3.599
C 0.466 2.986 -1.339
N -1.315 0.731 1.076
C -2.444 0.106 0.429
C -2.328 -1.418 0.560
N -2.250 -1.782 1.957
C -2.700 -3.039 2.358
C -3.979 -3.461 1.983
C -4.477 -4.676 2.406
C -3.721 -5.501 3.223
C -2.458 -5.092 3.607
C -1.947 -3.879 3.180
C -1.093 -1.185 2.587
C -1.202 0.337 2.466
H -1.567 2.247 -1.120
H -0.766 0.664 -2.738
H -0.221 -0.252 -1.328
H 2.686 3.971 -1.928
H 3.652 1.301 -0.983
H 4.049 2.892 -0.323
H 5.645 3.292 -2.138
H 5.933 1.593 -1.733
H 4.375 0.864 -3.479
H 5.353 2.109 -4.282
H 3.614 3.747 -4.008
H 2.641 2.291 -4.244
H 0.030 3.707 -2.042
H 0.821 3.517 -0.451
H -2.504 0.380 -0.621
H -3.360 0.434 0.937
H -3.190 -1.893 0.095
H -1.422 -1.754 0.026
H -4.597 -2.822 1.370
H -5.470 -4.978 2.103
H -4.114 -6.450 3.555
H -1.853 -5.725 4.239
H -0.949 -3.600 3.479
H -1.081 -1.447 3.645
H -0.152 -1.520 2.121
H -0.317 0.820 2.881
H -2.093 0.678 3.004

=====

Which structure is the most stable? The one labeled R.